(1)
Molecular formula: C39H104N6O20S2
Method: DFT, ωB97M-V/def2-TZVPD

Values from the calculation:
Orbital gap   6.47 eV
HOMO level   -3.39 eV
LUMO level   3.079 eV

Geometry as ORCA input:
```
! RIJCOSX wB97M-V def2-TZVPD def2/J DEFGRID3
* xyz -2 1
H -17.13657 9.91429 -6.90418
H -11.05150 8.08195 -2.96961
H -11.22156 15.40844 -2.37263
O -11.85923 8.38532 -2.54873
H -11.76899 9.33647 -2.64236
H -14.97070 13.92085 -1.88567
H -15.59678 10.26223 -7.60215
H -6.40347 13.97221 -2.92466
C -12.82576 18.47132 -3.10049
O -10.61225 10.49866 -2.36784
H -7.05915 15.69458 -1.11388
O -8.87612 5.54515 -2.07202
H -12.52633 9.82770 -5.44217
H -5.70288 8.92473 -5.52938
H -15.84454 12.31566 3.21844
C -7.40349 13.55139 -2.81991
H -12.22657 17.55177 1.50246
H -6.22367 7.96897 -7.93376
H -11.20511 9.32359 0.20781
C -14.45225 17.15604 -0.37007
H -5.45130 6.55494 -5.84894
O -7.56278 7.22292 -3.00308
H -9.03808 13.33564 -1.43974
C -13.03131 17.73924 -0.57149
C -13.71439 11.83143 2.01289
H -12.08637 19.25553 -4.98639
C -17.14880 12.93927 0.59891
C -13.64636 5.36448 -1.43621
C -6.57650 9.00084 -6.17675
N -6.32644 6.53075 -6.35258
H -13.71977 17.64085 -4.69988
C -18.06068 11.79837 0.10671
H -17.22785 9.73692 -4.48986
H -11.61377 18.96516 0.59397
H -10.29039 6.92487 -0.00373
H -15.72367 12.30986 -1.80307
H -14.70219 17.38413 -3.16448
C -12.15321 19.55540 -3.94058
H -10.75139 6.03352 -5.96137
H -11.00956 16.68881 -0.56452
H -18.28021 11.13644 0.94442
H -14.26759 16.41231 0.40508
H -10.17373 14.20684 -4.92093
H -12.80924 3.93930 -3.68766
O -8.23230 9.84421 -2.84793
O -10.87843 10.22360 0.13807
C -15.83699 10.96419 -5.55220
N -15.36634 12.41048 -5.30549
H -13.92564 14.14003 -4.02650
H -9.24273 6.03539 -0.64986
O -7.93379 8.51893 -0.10564
C -12.55013 4.98036 -3.49489
H -11.88317 8.09053 -1.63543
H -14.69593 16.61921 -1.28688
H -7.76054 13.36156 0.46183
H -8.06782 8.93369 -3.10386
C -14.32399 12.76921 -0.29342
C -8.18370 7.44528 -7.38220
C -15.41634 13.17957 -1.22234
H -14.71342 18.93818 -3.91840
C -12.51767 5.79883 -4.81963
H -10.71291 17.60056 -3.07890
H -11.10681 19.56292 -3.63547
H -14.93753 10.26271 -0.68288
H -8.36856 8.01982 -8.28985
O -8.65173 10.44536 0.94975
H -12.43603 14.25085 -4.98952
C -16.37615 10.69219 -6.97300
C -12.89516 11.84372 -5.54634
H -10.77264 10.45378 -0.78791
C -13.33236 10.41259 -5.88525
C -12.46889 18.30919 0.75701
H -8.42278 6.41769 -7.65608
C -13.75694 5.56826 -5.72872
H -18.79394 14.21379 0.70713
C -11.74442 17.28846 -3.24224
C -14.64230 9.93955 -5.21042
H -14.39346 12.35060 -7.87114
C -12.06974 16.09266 -2.34923
O -6.51896 10.04365 -7.13668
C -13.51707 14.11966 -5.03682
H -14.55180 9.85250 -4.12768
H -18.51670 13.10292 1.96546
C -16.56511 13.78235 -0.49888
H -12.76869 11.56210 1.54255
H -7.41983 9.08217 -5.49097
H -16.60295 10.99983 -3.38800
H -12.34804 7.15080 0.25046
H -17.51526 11.30201 -0.69594
H -13.95382 4.52697 -5.98379
C -12.02943 16.58307 -0.93435
S -8.73062 6.47177 -3.20074
H -13.29804 10.09111 -6.92620
H -8.57952 15.92520 -1.88973
H -13.97647 14.90845 -5.63252
N -11.38042 5.33057 -5.60043
H -12.97325 15.54353 -2.61424
H -11.80693 16.88171 -4.25157
C -14.03927 12.86608 -5.78151
H -11.55675 5.07815 -3.05701
H -5.46814 11.75229 -6.29602
C -6.45363 11.29340 -6.37561
H -16.67855 13.09959 -6.44997
H -10.68954 4.84288 -5.04822
H -13.54760 12.26910 -0.87239
S -7.46346 9.85327 0.32125
O -8.19233 13.89457 -4.01568
H -8.74156 7.29336 0.18155
H -15.22573 17.86456 -0.07370
N -16.04491 12.52595 1.41170
O -9.72975 7.48215 -3.28135
H -13.79789 11.30855 2.96563
H -15.98178 10.12026 0.71368
H -8.91962 7.73714 -6.63296
H -9.10924 10.01204 -2.49522
H -18.94908 12.20717 -0.37468
H -7.07735 12.00559 -6.91585
H -7.05231 6.34583 -5.67507
H -11.97782 11.97686 -6.11980
C -6.72679 7.67604 -7.01226
H -7.12125 12.34127 -0.51605
H -13.65637 12.88678 2.27933
H -7.62689 10.18799 -2.18695
N -7.20061 13.33870 -0.37845
C -8.08404 15.32374 -1.12759
C -18.01496 13.88431 1.39469
N -12.96771 18.80863 -1.68852
H -9.67487 12.56457 -4.57034
H -12.45702 12.01402 -4.56292
O -11.69746 7.78466 -0.10940
H -17.59199 14.65692 2.03677
O -13.46283 5.73304 -2.75635
H -14.54742 14.08590 -7.51968
C -8.05171 13.79424 -1.50945
O -9.39674 6.59486 0.11491
H -12.67651 5.40761 -0.94061
C -14.80582 11.90082 0.93570
H -12.95366 13.36246 -7.59390
H -8.56100 15.58683 -0.18346
C -13.98535 13.17984 -7.29329
H -14.14584 4.39802 -1.50388
H -10.03398 10.29760 0.58866
H -14.70255 19.27992 -1.32253
O -16.42875 11.90671 2.57575
H -14.63221 5.93302 -5.19118
H -7.22739 12.47768 -2.88499
H -12.17193 15.81409 -0.17509
H -7.03414 11.27340 -5.45327
C -14.99407 10.44826 0.38972
H -16.26199 14.73375 -0.06178
O -6.32538 9.75532 1.18982
C -9.60975 13.59393 -4.21782
H -10.31357 13.64341 -3.38699
C -16.82864 10.74907 -4.42447
H -14.92658 9.05828 -5.78545
O -13.89396 19.76934 -1.49062
H -13.58760 6.10984 -6.65937
C -14.08942 18.05805 -3.76318
H -14.31126 6.13545 -1.04683
H -17.29459 14.20800 -1.18792
H -13.14434 19.05607 1.17419
H -17.55144 11.51981 -4.69208
H -14.20587 9.75848 0.69142
H -13.80280 13.59730 0.18693
O -6.98379 10.58290 -0.84804
H -11.16606 11.20242 -2.75842
H -16.78811 11.47657 -7.60794
O -16.42766 13.30132 -5.54556
H -12.40540 6.86313 -4.61285
H -12.63432 20.53169 -3.88154
O -8.57549 5.73364 -4.46947
*
```

---

(2)
Molecular formula: C17H32Br6N2O6V
Method: DFT, ωB97M-V/def2-TZVPD

Values from the calculation:
Orbital gap (spin up / spin down)   7.51 / 7.75 eV
HOMO level (spin up / spin down)   -9.15 / -9.15 eV
LUMO level (spin up / spin down)   -1.646 / -1.405 eV

Geometry as ORCA input:
```
! RIJCOSX wB97M-V def2-TZVPD def2/J DEFGRID3
* xyz 0 2
C 3.86718 -2.20095 2.30102
C 1.11767 0.43117 3.07656
C -0.06101 5.69058 -1.31828
C -1.37781 -0.80377 -4.63411
Br -1.79449 -3.51334 -4.26791
H -0.91860 -1.33628 -1.04377
O 3.06338 -1.96929 -0.01670
H -3.30049 -1.72129 -5.00470
Br -0.67384 -3.94902 1.49365
H -2.89963 -1.51698 -3.29304
C 0.60154 0.04511 4.43296
Br -2.14603 0.95707 -4.93508
H 4.27496 -3.18843 2.05801
H -2.65557 0.99406 0.77614
H -0.05604 -4.80896 -0.75297
H -3.30448 -1.45351 0.41260
H 1.08623 0.64793 5.22108
C 0.49823 3.63093 -2.58417
H 4.55049 -1.72429 2.98764
H 2.15868 0.12194 2.97693
H 1.33185 2.09432 1.73486
C 0.52660 -4.38593 0.05234
C 0.77844 -0.06276 -1.07188
H -4.81134 -1.08097 1.24105
H -1.24217 0.43705 -0.99879
C -1.33735 3.59935 -0.90148
C 3.68189 -1.43302 1.01836
H 1.55862 2.48492 3.46629
C -3.78691 -0.77479 1.10865
H -2.31223 4.01243 -1.16969
H -4.33696 1.26711 1.25415
H 0.62194 6.12834 -2.02623
O 4.00505 1.26416 -1.32349
H 2.88207 -2.36120 2.74060
C -0.57996 -0.37475 -0.68548
H -0.64395 -0.75525 -3.84942
Br -4.19034 0.75632 -1.19637
H 0.96247 -3.45734 -0.30841
H 0.39506 5.82131 -0.31465
H 2.15930 -5.04896 1.29939
H 0.93645 -0.97192 4.66368
C 1.00488 1.86359 2.75975
Br 0.90194 -7.11997 0.79819
H -1.35960 2.54041 -1.15454
O 1.36466 -0.77653 -1.95538
H -0.46836 0.13827 4.58374
H 0.60712 -0.13441 2.29036
C -2.50344 -1.72219 -4.27849
C -0.42082 2.29075 2.78428
Br -2.87242 -1.01518 2.80048
O 4.03660 -0.19617 0.89617
O 1.45283 0.77727 -0.43447
H -0.63214 -0.34173 0.40454
H -1.01413 6.21910 -1.32019
N -1.50862 2.65798 2.72214
O 1.39587 4.13965 -3.23584
H -1.16821 3.67458 0.17537
H -0.94703 -1.04560 -5.58614
C -3.67064 0.65139 0.66623
V 3.33292 -0.13521 -1.16991
C 1.59067 -5.34885 0.43062
H 0.20686 2.57210 -2.77315
H 2.30419 -5.44062 -0.38723
N -0.26204 4.26027 -1.63586
*
```

---

(3)
Molecular formula: C4H15N2O
Method: DFT, ωB97M-V/def2-TZVPD

Values from the calculation:
Orbital gap   11.25 eV
HOMO level   -14.27 eV
LUMO level   -3.025 eV

Geometry as ORCA input:
```
! RIJCOSX wB97M-V def2-TZVPD def2/J DEFGRID3
* xyz 1 1
O -3.70273 1.57060 0.06469
H 2.44820 -0.56014 0.53881
H -0.85578 -2.08421 2.11323
C -0.15754 -0.31469 1.19396
H 0.39566 -1.49852 2.84139
H -0.10926 -1.15580 -0.81119
H 0.67132 1.48312 -2.85592
H 2.26747 1.43656 -2.27361
H 1.54413 -1.90866 0.76381
N 1.80864 -1.18564 0.05506
H -0.25606 1.31851 -0.87337
H 1.31588 -0.05292 -2.78416
H -4.05406 1.77850 -0.80038
C 1.33391 0.88065 -2.22208
C 0.50856 -0.52038 -0.19951
H -4.19726 2.14130 0.65664
N 0.00309 -1.58724 1.90947
H 0.26694 0.51945 1.74439
H -1.15963 -0.10710 0.90137
H 2.19131 -1.63787 -0.77074
H 1.19841 1.52629 -0.09238
C 0.72679 0.85714 -0.81439
*
```

---

(4)
Molecular formula: C6H10O
Method: DFT, ωB97M-V/def2-TZVPD

Values from the calculation:
Orbital gap   10.63 eV
HOMO level   -9.63 eV
LUMO level   1.004 eV
SMILES   C#CC(C)(C)OC

Geometry as ORCA input:
```
! RIJCOSX wB97M-V def2-TZVPD def2/J DEFGRID3
* xyz 0 1
H 2.47521 -0.59885 0.27176
C 0.32891 -0.19935 0.14862
H -1.87544 -0.12126 -2.04079
H -2.78237 -0.70433 -0.62360
H 1.44407 -2.01197 -0.06241
H -0.70108 0.27562 2.02267
H 1.77093 -0.83300 -1.34565
C -1.87697 -0.17650 -0.94374
C 0.38770 1.21424 -0.27500
C 0.34559 2.35986 -0.64245
C 1.59437 -0.94960 -0.27464
C 0.15975 -0.29779 1.67070
H -1.90224 0.84054 -0.54724
H 0.00887 -1.34855 1.93388
O -0.73933 -0.88835 -0.50260
H 0.31023 3.37044 -0.97860
H 1.05179 0.06888 2.18907
*
```

---

(5)
Molecular formula: C19H62N10O19
Method: DFT, ωB97M-V/def2-TZVPD

Values from the calculation:
Orbital gap   9.05 eV
HOMO level   -9.37 eV
LUMO level   -0.315 eV
SMILES   NC(N)=O.NC(N)=O.NC(N)=O.NC(N)=O.NC(N)=O.OCCO.OCCO.OCCO.OCCO.OCCO.OCCO.OCCO

Geometry as ORCA input:
```
! RIJCOSX wB97M-V def2-TZVPD def2/J DEFGRID3
* xyz 0 1
H -20.98328 -3.75842 -2.32531
C -24.60579 0.19251 4.52216
H -21.82757 -5.18309 1.07953
O -27.02419 -2.82762 -0.85031
O -23.31790 -2.32083 1.94489
H -24.92434 0.07129 3.48681
N -21.46881 -3.56170 -1.46180
N -21.78946 2.71075 -0.44866
H -24.27030 -1.27787 0.22073
N -21.55418 -1.11442 1.37931
H -25.47271 -5.62841 0.46400
O -24.21126 1.52760 -3.84400
H -22.78341 -0.57407 -0.51274
H -19.03777 1.26784 4.70990
O -21.74200 1.92895 1.58197
O -18.07619 -3.08279 5.14385
H -22.54260 -3.61990 0.68194
H -19.98655 -1.78101 -3.81028
H -26.27640 -4.53349 -2.54179
C -25.43179 -3.96983 -2.14552
H -28.96846 -0.37227 3.63489
H -18.49785 -1.14702 0.39999
H -15.55699 -2.25660 0.20057
C -28.63531 0.06777 2.69496
N -23.18450 3.51320 0.90682
H -20.77970 -3.73377 4.40445
H -29.36953 1.20665 1.30466
H -25.72210 1.32461 -2.55754
O -27.32826 -0.54084 0.75984
C -20.07226 1.46441 4.99151
H -19.85148 -1.58760 4.24861
C -24.87670 3.19359 -2.18203
O -19.46500 1.30475 7.42576
H -21.10851 1.45174 3.33428
H -24.00871 3.85280 -2.19419
O -20.22578 -1.96864 3.45091
N -18.59609 -2.12492 0.63270
N -23.29883 -1.00247 0.24286
H -25.13038 -7.08183 2.89771
H -18.48341 -4.87943 4.05297
H -20.33048 -1.31401 -2.09548
N -21.86190 -4.34694 0.51406
N -20.43810 -1.22780 -3.09602
H -24.05112 -4.89329 -1.16714
C -19.97906 -3.34876 3.77290
H -16.61032 -0.91900 0.61737
C -27.82921 -1.04917 1.95426
H -25.24646 -3.60458 2.20807
C -25.76994 0.87674 5.27461
H -24.08444 -5.66000 2.50542
O -22.35000 -0.25584 -2.59501
C -25.96307 -2.56903 -1.81088
H -20.17263 2.54653 5.07549
H -23.64079 0.69545 4.58489
H -19.79311 2.18161 7.63800
H -24.09782 1.49227 -1.75033
C -24.74346 1.80439 -2.57119
O -24.91488 -4.51259 -0.99222
H -26.66660 0.26746 5.16108
O -29.71968 0.71805 2.05317
H -23.63338 3.39984 1.80446
O -20.91112 -5.68022 -0.97655
H -28.55169 -1.83165 1.72216
C -21.29592 -4.56655 -0.65521
H -25.37338 0.31772 7.21281
H -21.33220 -0.24314 0.91920
O -26.11824 -3.94587 1.99566
H -25.90294 1.83457 4.77164
H -21.10927 1.97147 -0.55308
C -21.51310 -0.57489 -3.42147
H -25.61852 3.99341 -3.96109
H -21.50007 -2.65763 -1.01259
C -18.53226 -3.79061 4.06701
C -22.16204 2.72907 0.75136
O -25.12126 -6.33231 1.01408
O -25.34195 1.07326 6.62141
H -20.17166 -0.31763 6.32226
C -17.50362 -2.77011 0.35978
O -21.08469 0.86127 4.09085
H -20.86913 -0.82758 -5.23681
C -20.17418 0.77233 6.33112
H -23.53421 4.15627 0.21092
H -17.87832 -3.49018 3.24834
H -27.05442 -1.34597 0.31446
C -26.26576 -5.19731 2.64251
N -21.61068 -0.38964 -4.70917
H -27.01051 -1.53604 2.48416
H -17.49683 -2.37393 4.85498
H -26.12256 -1.99430 -2.72321
H -21.97059 3.44094 -1.12255
H -27.20373 -5.71958 2.45395
H -20.33440 -3.89049 2.89634
O -17.39470 -3.95537 0.23115
O -25.89716 3.76837 -3.07041
H -25.37530 3.24187 -1.21396
O -24.48324 -1.16465 4.88165
H -26.53170 -3.28004 -0.16157
H -24.71372 -3.99571 -2.96517
H -19.42630 -2.49048 1.07679
N -16.48301 -1.88895 0.36620
H -24.18279 -1.66423 4.11892
C -25.06512 -6.12092 2.38733
H -27.98470 0.86942 3.04449
H -24.84908 1.01009 -4.34097
H -20.97627 -1.43587 2.14272
H -22.30562 0.18062 -5.16955
H -21.18984 0.88333 6.71084
H -26.30852 -5.23222 3.73111
C -22.73822 -1.49658 1.29557
H -25.04052 -2.21867 -1.34801
*
```

---

Table of F_max (eV/Å), in record order: 6.1; 4.2; 2.6; 0.5; 7.2
Table of energy relative to the best compared isomer or geometry (same formula, charge and spin) (kJ/mol), in record order: 0.0; 3.6; 91.7; 195.5; 710.4